Record 1
C3H12NO2 | ωB97M-V with the def2-TZVPD basis set

Values from the calculation:
Orbital gap (spin up / spin down), Eh: 0.2764 / 0.1323
Spin multiplicity: 2
E_LUMO (spin up / spin down), eV: -10.2 / -14.1
Net charge: +2

```
18
Properties=species:S:1:pos:R:3:mulliken_spin:R:1
H 3.4139 0.4041 -2.8261 0.000
H -0.1418 -2.5459 0.4550 0.075
H -1.9449 1.7264 1.0202 0.012
C -1.0957 -0.0962 1.5383 0.475
H -0.4376 1.9450 1.6625 -0.001
O 3.3698 0.9680 -2.1168 0.001
H 1.3575 1.7671 -1.5491 0.000
H -1.8010 -3.1654 0.6618 0.037
H 0.3275 0.7504 -2.0224 0.000
H -0.6796 -2.5734 2.0789 0.009
H -0.2164 -0.2459 2.2541 0.001
H -2.1362 -1.0297 -0.1849 0.002
O 0.4577 1.4576 -1.3800 0.005
N -1.0318 1.2825 1.0024 0.009
H -0.5564 1.1356 0.0204 0.018
H 3.7927 1.7621 -2.4723 0.000
C -1.0506 -2.4606 1.0497 0.049
C -1.6269 -1.0816 0.8082 0.309
```

---

Record 2
C24H42BrFN3O5 | ωB97M-V with the def2-TZVPD basis set

Values from the calculation:
Orbital gap, Eh: 0.3189
E_LUMO, eV: -3.1
Net charge: +1

```
76
Properties=species:S:1:pos:R:3:lowdin_charge:R:1
C 2.5830 1.6698 -1.6997 -0.138
H 1.6962 5.0992 2.7886 0.070
C 5.5008 2.5546 -0.3986 -0.191
H -3.0406 -0.6307 -0.2789 0.076
H -1.2993 3.9150 0.7730 0.095
C 4.8656 1.4621 -1.2884 -0.164
H -3.2139 -2.6903 0.6152 0.089
C 1.6012 -1.0396 -2.0602 -0.168
C -7.3262 -4.3302 0.8384 -0.621
H 2.7156 2.7285 -1.9649 0.129
Br 2.1470 6.4856 0.7642 0.680
H -1.1182 3.1233 2.8579 0.117
H -2.9221 -3.1875 -1.0556 0.096
H -7.9303 -7.1468 -0.5940 0.096
H 4.7985 1.8709 -2.3145 0.130
H -8.3444 -1.7212 2.4239 0.096
C 6.6394 1.5383 1.4218 -0.252
O 5.4854 2.2424 0.9795 -0.148
C 1.4697 3.7210 1.1577 -0.242
H -7.0846 -1.7344 1.1811 0.093
N 0.4303 2.2379 -0.5259 0.049
O 3.5524 1.1754 -0.7895 -0.119
O -8.0263 -5.3677 0.3887 0.013
C -7.2475 -6.3624 -0.2789 -0.037
H 2.5593 3.5648 1.0620 0.105
H 4.9982 3.5292 -0.5207 0.127
H 5.5187 0.5818 -1.3443 0.122
H 0.0880 -3.6313 1.0571 0.103
H 7.4956 -0.4438 1.3174 0.079
H 0.6340 -1.8977 1.0167 0.085
C -0.7901 1.9140 -0.0298 -0.123
C -0.2296 -2.5758 1.0504 -0.001
C 1.1895 1.3251 -1.1801 -0.065
H 2.5278 -0.4617 -3.7948 0.079
F -3.0018 2.3713 2.7128 -0.029
H -6.5089 -6.7903 0.3974 0.098
H 1.7342 3.9022 -0.9639 0.099
C 6.4895 -0.0108 1.4007 -0.059
H -0.7681 -2.4293 2.0039 0.099
C -2.4856 -3.1797 -0.0446 -0.024
N 1.6575 -0.9071 -3.5282 -0.103
C -0.5370 -0.3463 -0.9013 -0.143
H 7.5622 1.8384 0.8956 0.116
H 0.7621 -2.5844 -4.5487 0.080
C -1.2974 0.6352 -0.2270 -0.098
H -6.7628 -5.9438 -1.1599 0.097
H -2.3390 -4.2349 0.2339 0.092
C 0.9131 3.6157 -0.3084 -0.123
C -1.1832 -2.3947 -0.1120 -0.343
C -1.6599 2.8858 0.7517 -0.052
H 2.4103 -2.1343 -5.0578 0.083
H 5.8874 -0.3652 0.5536 0.055
C 1.2417 5.1008 1.7903 -0.597
H 6.7810 1.8198 2.4778 0.120
N -0.9747 -1.6395 -1.1387 0.153
C -7.5571 -2.3179 1.9710 -0.043
H 2.7065 1.1080 -2.6401 0.113
H -3.4157 1.0608 0.1656 0.090
H 0.1620 5.2796 1.8873 0.061
C -2.6911 0.2458 0.2735 0.005
C -1.6976 2.4089 2.2542 -0.177
H 2.6359 -0.9367 -1.6770 0.127
C 1.7391 -2.2402 -4.1912 -0.106
C 0.7623 0.0338 -1.3703 -0.041
H 5.9671 -0.3126 2.3168 0.075
O -6.1350 -4.1775 0.7272 0.103
H -2.6346 0.0151 1.3501 0.099
O -8.1705 -3.4884 1.4341 0.012
H 2.2298 -2.9522 -3.5063 0.078
H -2.6942 2.8358 0.3923 0.125
H 1.2669 -2.0449 -1.7848 0.110
H 6.5347 2.7016 -0.7724 0.130
H 0.1122 4.3432 -0.4905 0.125
H -1.2433 1.4108 2.3455 0.119
H 1.1096 2.8821 1.7740 0.119
H -6.8307 -2.5818 2.7390 0.096
```

---

Record 3
C5H6O2 | ωB97M-V with the def2-TZVPD basis set

Values from the calculation:
Orbital gap, Eh: 0.3921
E_LUMO, eV: 0.9

```
13
Properties=species:S:1:pos:R:3:lowdin_charge:R:1
C 0.8630 -0.8511 -0.2292 -0.278
C -0.3361 -0.0426 0.1453 -0.211
H -1.6611 -1.5114 3.3210 0.035
H 0.1756 0.2387 -2.2966 0.085
H -1.2084 -0.2508 -0.4777 0.146
C 0.2840 1.2637 -0.6731 -0.186
H -0.0458 2.2294 -0.3014 0.123
O 1.0200 -1.3623 -1.3146 0.053
O -0.1621 1.1008 -1.9879 -0.060
H 1.6920 -0.7231 0.4990 0.147
C -0.7748 -0.3881 1.5301 -0.090
H 1.3956 1.2828 -0.6917 0.125
C -1.2418 -0.9858 2.4768 0.111
```

---

Number 1: total energy -8868.839 eV. Number 2: total energy -113028.952 eV. Number 3: total energy -9373.667 eV.